# 1
Molecular formula: C9H14O
Method: DFT, ωB97M-V with the def2-TZVPD basis set

Relative energy (zero: lowest compared OMol25 entry of this formula, charge and spin): 0.542 eV
Frontier orbital gap: 9.485 eV
Highest occupied orbital energy: -8.7 eV
SMILES: Cc1ccc(O)cc1.CC
LUMO: 0.82 eV
Largest force on an atom: 2.27 eV/Å

Geometry (Å):
C (-0.851, 2.404, 2.223)
H (-2.337, -1.273, -1.238)
C (-0.009, 1.371, 1.469)
H (0.060, -1.952, 0.885)
H (1.257, 2.794, 0.666)
H (2.776, 1.123, -0.417)
C (-1.925, -1.623, -2.188)
C (-0.398, 0.049, 1.526)
H (-3.774, -1.529, -3.290)
C (1.546, -0.564, 0.214)
H (-0.685, 3.399, 1.821)
H (-3.114, -0.028, -3.071)
O (2.348, -1.506, -0.392)
H (-0.506, 2.370, 3.257)
C (-2.790, -1.045, -3.302)
H (-0.882, -1.295, -2.149)
C (0.426, -0.936, 0.935)
H (-1.884, -2.710, -2.200)
C (1.886, 0.776, 0.079)
C (1.128, 1.720, 0.738)
H (-1.276, -0.371, 1.992)
H (-2.371, -1.176, -4.292)
H (1.854, -2.079, -0.998)
H (-1.890, 2.092, 2.216)

Löwdin population analysis, charges in e, atoms 1 to 4: -0.046, 0.059, -0.286, 0.112



# 2
Molecular formula: C29H65BClF4N3O13P3Si
Method: DFT, ωB97M-V with the def2-TZVPD basis set

Frontier orbital gap: 7.184 eV
Highest occupied orbital energy: -5.1 eV
LUMO: 2.08 eV
Charge: -1
Largest force on an atom: 2.91 eV/Å

Geometry (Å):
C (-1.235, 0.229, 1.405)
C (-2.995, 3.002, 9.095)
H (3.587, 1.598, 0.095)
B (2.341, -1.030, -4.269)
H (4.844, 3.598, -0.891)
H (9.362, 0.930, 0.844)
H (-4.174, 1.279, 9.572)
F (0.404, -2.972, -0.866)
Cl (-2.425, 1.134, -4.689)
H (-4.580, 2.643, -4.845)
P (-1.441, 3.185, -1.067)
H (3.700, 5.521, -1.595)
H (7.162, -0.219, 0.113)
O (1.919, -0.801, -5.570)
H (1.403, -3.348, -2.973)
O (-2.275, -6.176, 0.414)
C (-2.324, 0.573, 0.406)
H (2.179, 0.241, -0.423)
C (-4.874, 2.535, -3.812)
H (-0.232, 3.857, 0.719)
C (-2.370, 2.063, -3.179)
F (2.447, -2.233, -1.128)
C (9.041, 1.666, 1.581)
H (7.264, 2.656, 2.251)
C (-1.502, 1.465, -1.963)
H (-2.698, 3.194, 10.127)
O (-0.356, 0.971, -2.642)
C (2.016, -0.097, -3.045)
H (-0.741, -8.665, 0.766)
C (-1.532, 1.233, 6.679)
H (-2.724, 1.575, 0.523)
C (-5.216, 0.423, -0.806)
O (-3.495, 0.594, 5.524)
H (-1.744, 2.888, -3.497)
H (1.603, 2.441, -2.000)
C (-2.347, -7.308, 1.130)
H (3.844, 1.754, -1.669)
C (-1.069, -5.408, 0.275)
H (-2.522, 0.879, 9.160)
H (-2.370, 1.502, 2.775)
H (-4.963, 1.364, -0.333)
H (1.426, 2.767, -0.317)
H (-5.788, -0.132, -0.069)
P (0.479, -0.369, -1.942)
H (-5.434, 1.636, -3.604)
H (-4.835, -1.993, -3.159)
H (-0.591, -0.517, -4.778)
H (1.382, -1.575, -5.819)
H (2.702, 4.290, -2.372)
P (-0.327, -1.992, -3.311)
N (-0.757, -1.519, -4.742)
C (-0.228, -5.900, -0.884)
C (-1.762, 0.602, 2.785)
O (-0.951, -0.653, -1.033)
C (-3.351, 1.542, 8.907)
O (3.156, -2.130, -4.064)
H (-2.426, -0.205, 3.079)
H (-3.583, 3.840, -2.847)
H (-1.112, -0.843, 1.445)
O (7.170, 2.478, 0.250)
C (3.306, 2.138, -0.808)
H (2.233, 5.021, -0.856)
H (8.264, 0.169, -1.232)
H (-3.338, -1.415, -3.821)
N (-0.830, 3.057, 0.538)
H (-0.512, -5.385, 1.212)
H (-0.810, -5.893, -1.807)
H (-2.875, -2.294, 0.073)
H (3.792, 3.805, 0.465)
H (-1.018, 0.557, 6.004)
H (-0.249, 0.635, 1.211)
H (-4.722, -0.383, -3.759)
O (-3.421, -7.798, 1.358)
H (9.588, 2.587, 1.378)
H (-1.421, -3.639, -2.390)
O (-1.660, -2.776, -2.758)
C (-4.173, -1.129, -3.195)
C (7.247, 0.270, -0.855)
O (-3.830, 1.281, 7.590)
H (2.949, -0.085, -2.498)
H (0.112, -6.926, -0.728)
F (-0.749, 0.634, 3.733)
H (-3.808, -3.090, -1.155)
C (-3.015, 0.982, 6.550)
C (-2.024, 0.247, -1.118)
O (6.377, 2.268, -1.789)
Si (-3.741, -0.588, -1.448)
H (0.024, 3.694, -2.664)
C (-3.711, 2.771, -2.826)
H (1.828, 0.839, -3.561)
C (6.872, 1.734, -0.837)
H (6.968, 1.018, 1.721)
H (6.568, -0.243, -1.532)
H (0.646, -5.267, -1.016)
H (-1.316, 2.257, 6.378)
N (1.312, 0.671, -0.704)
H (-4.636, -2.250, 0.216)
H (-1.394, -4.387, 0.083)
C (-1.064, -7.989, 1.557)
C (1.775, 2.014, -1.019)
H (-3.850, 3.634, 8.851)
H (-3.162, -0.027, 0.777)
C (3.080, 4.650, -1.424)
C (7.548, 1.915, 1.506)
O (-0.232, 4.085, -1.814)
H (3.335, -2.543, -4.921)
H (-0.264, 2.234, 0.728)
H (-1.137, 1.049, 7.677)
H (-5.904, 0.614, -1.621)
H (-4.094, 2.535, -1.843)
F (1.197, -1.594, 0.504)
C (-3.812, -2.242, -0.484)
H (-1.272, -8.569, 2.453)
C (1.201, -1.843, -0.826)
H (9.317, 1.302, 2.571)
C (3.794, 3.586, -0.598)
H (-2.176, 3.301, 8.441)
H (-0.261, -7.299, 1.802)
H (-5.570, 3.353, -3.622)
O (0.636, -3.317, -3.563)

Löwdin population analysis, charges in e, atoms 1 to 4: -0.184, -0.068, 0.108, -0.770



# 3
Molecular formula: CH2Cl2N2
Method: DFT, ωB97M-V with the def2-TZVPD basis set

Relative energy (zero: lowest compared OMol25 entry of this formula, charge and spin): 1.234 eV
Frontier orbital gap: 10.302 eV
Highest occupied orbital energy: -10.1 eV
SMILES: N=C=NCl.Cl
LUMO: 0.21 eV
Largest force on an atom: 1.66 eV/Å

Geometry (Å):
Cl (-0.991, -2.207, -1.322)
H (-1.976, -1.660, -0.721)
N (1.889, 0.482, 0.535)
N (-0.273, 1.420, 0.201)
Cl (-1.767, 1.024, -0.466)
C (0.729, 0.785, 0.433)
H (2.388, 0.157, 1.340)

Löwdin population analysis, charges in e, atoms 1 to 4: 0.261, -0.294, 0.177, -0.390



# 4
Molecular formula: C5H10O
Method: DFT, ωB97M-V with the def2-TZVPD basis set

Relative energy (zero: lowest compared OMol25 entry of this formula, charge and spin): 5.335 eV
Frontier orbital gap: 7.370 eV
Highest occupied orbital energy: -6.7 eV
LUMO: 0.63 eV
Largest force on an atom: 0.30 eV/Å

Geometry (Å):
C (1.475, 0.730, -0.828)
O (0.378, 1.673, -0.682)
H (1.932, 0.916, -1.799)
H (0.060, 0.445, 1.325)
C (-1.506, -1.243, 0.441)
H (1.564, -1.335, -0.149)
H (-1.974, -1.525, -0.513)
H (0.533, -1.099, -1.574)
H (-1.390, 1.692, 0.313)
C (-0.344, -0.309, 0.256)
H (0.240, 1.588, 1.772)
H (2.172, 0.980, -0.021)
H (-2.284, -0.795, 1.071)
H (-1.191, -2.167, 0.935)
C (0.850, -0.651, -0.620)
C (-0.517, 1.098, 0.072)

Löwdin population analysis, charges in e, atoms 1 to 4: -0.124, -0.039, 0.126, 0.089



# 5
Molecular formula: C13H48N12O11
Method: DFT, ωB97M-V with the def2-TZVPD basis set

Relative energy (zero: lowest compared OMol25 entry of this formula, charge and spin): 1.105 eV
Frontier orbital gap: 9.602 eV
Highest occupied orbital energy: -9.4 eV
SMILES: NC(N)=O.NC(N)=O.NC(N)=O.NC(N)=O.NC(N)=O.NC(N)=O.CCO.CCO.CO.CO.CO
LUMO: 0.22 eV
Largest force on an atom: 3.07 eV/Å

Geometry (Å):
H (13.530, 1.798, 14.938)
N (16.818, 0.322, 15.758)
C (10.541, 0.304, 16.421)
O (12.111, 4.231, 11.547)
H (15.431, -2.374, 10.516)
H (7.005, 1.289, 12.660)
H (12.606, 3.198, 15.489)
H (16.190, -2.851, 15.569)
H (11.767, -4.714, 15.207)
N (11.726, 2.235, 12.722)
C (15.294, -2.832, 17.486)
O (15.667, 2.852, 16.783)
O (7.624, -0.632, 11.002)
H (10.343, 0.616, 11.810)
H (13.532, -7.526, 13.834)
C (14.255, 2.751, 16.819)
N (7.987, 1.097, 12.589)
H (15.396, -4.294, 15.987)
C (13.636, 2.800, 15.423)
H (14.125, 3.572, 14.836)
O (14.634, -6.200, 15.739)
H (14.059, -3.009, 9.499)
H (13.992, 1.752, 17.234)
H (17.061, 2.968, 10.648)
O (15.518, -1.663, 17.806)
O (11.449, -3.450, 9.878)
N (12.608, -4.975, 15.742)
C (12.498, 3.113, 11.890)
H (18.296, -1.238, 14.316)
N (12.964, -6.787, 14.240)
H (11.000, 2.666, 13.296)
H (14.964, -2.271, 12.935)
N (9.754, -5.030, 9.943)
H (17.748, -0.661, 12.838)
H (13.834, 1.519, 11.479)
H (17.482, -0.193, 16.266)
H (14.849, -3.524, 19.335)
H (13.841, 3.509, 17.505)
H (10.035, 0.153, 17.382)
H (14.559, -4.219, 11.637)
O (13.431, -0.015, 13.139)
H (10.189, 2.131, 16.380)
H (12.967, -4.309, 16.430)
O (16.076, 0.962, 13.744)
H (14.838, -4.707, 18.205)
H (14.159, 2.972, 10.678)
H (12.204, 1.355, 13.012)
H (8.548, 1.300, 13.403)
H (10.346, -0.548, 15.769)
H (15.671, -3.574, 9.174)
H (13.330, -2.528, 12.279)
N (9.742, -0.213, 11.884)
H (12.161, -1.417, 14.068)
O (9.964, 1.422, 15.772)
H (12.573, -4.989, 11.374)
O (14.655, -4.441, 10.722)
C (8.333, 0.039, 11.728)
H (10.019, -0.878, 11.146)
H (11.613, 0.450, 16.620)
H (9.399, -5.880, 10.322)
H (15.956, 3.477, 16.111)
C (16.806, 0.238, 14.425)
O (17.278, 0.959, 11.275)
H (14.342, 0.292, 13.400)
N (11.567, -5.188, 11.366)
H (18.631, 2.549, 11.472)
H (16.755, 1.203, 12.073)
N (17.503, -0.873, 13.805)
H (11.297, -6.149, 11.256)
C (10.987, -4.448, 10.339)
C (13.223, -1.217, 13.920)
H (18.244, 1.984, 9.799)
C (15.009, -3.237, 9.971)
C (13.494, -5.999, 15.314)
H (13.778, -3.230, 13.862)
N (13.696, 2.527, 11.466)
H (11.968, -6.812, 14.104)
N (15.541, -3.322, 16.211)
N (14.600, -3.719, 18.374)
H (16.310, 1.056, 16.273)
H (13.694, -1.008, 14.901)
H (9.527, -4.680, 9.021)
C (13.900, -2.368, 13.185)
C (17.824, 2.180, 10.804)

Löwdin population analysis, charges in e, atoms 1 to 4: 0.065, 0.207, -0.154, 0.007



# 6
Molecular formula: C2H5N3OS
Method: DFT, ωB97M-V with the def2-TZVPD basis set

Relative energy (zero: lowest compared OMol25 entry of this formula, charge and spin): 6.925 eV
Frontier orbital gap: 8.771 eV
Highest occupied orbital energy: -8.5 eV
LUMO: 0.24 eV
Largest force on an atom: 5.53 eV/Å

Geometry (Å):
N (-0.652, 1.248, 0.064)
N (-0.362, -0.770, -0.589)
H (-1.170, 2.141, 0.609)
O (0.690, 1.450, -0.369)
H (2.453, -0.971, 0.879)
C (-1.318, 0.092, -0.066)
C (1.399, -0.701, 0.691)
S (-3.002, -0.318, 0.078)
H (0.914, 0.611, -1.303)
H (-0.837, -1.458, -0.994)
H (1.009, -0.012, 1.321)
N (0.875, -1.312, -0.320)

Löwdin population analysis, charges in e, atoms 1 to 4: -0.081, -0.109, 0.244, -0.153



# 7
Molecular formula: C44H41F3KN7O4Se
Method: DFT, ωB97M-V with the def2-TZVPD basis set

Relative energy (zero: lowest compared OMol25 entry of this formula, charge and spin): 1.248 eV
Frontier orbital gap: 5.712 eV
Highest occupied orbital energy: -1.7 eV
LUMO: 3.99 eV
Charge: -2
Largest force on an atom: 1.78 eV/Å

Geometry (Å):
C (1.260, 2.409, 2.608)
H (4.802, -5.314, 0.897)
C (1.342, -1.319, 4.395)
C (-3.948, -0.618, -1.003)
C (3.777, 3.330, 2.007)
C (-4.683, -0.170, -3.257)
C (1.217, -1.509, 3.030)
H (-3.115, -4.861, 1.068)
H (-1.997, 2.424, 4.423)
C (-0.560, 0.835, -6.557)
C (-4.931, 1.765, 2.828)
H (-2.801, -2.392, 3.781)
C (-1.867, -3.913, 2.574)
N (-0.800, 2.477, -3.249)
H (-1.911, -4.782, 3.237)
H (-1.264, -0.552, 3.350)
C (-3.068, -3.925, 1.631)
H (-4.001, -3.817, 2.193)
C (-0.637, -0.474, -6.173)
C (2.314, 2.180, 3.506)
C (-4.618, -1.013, -2.154)
C (-4.039, 2.117, 3.895)
H (2.879, -5.346, -0.632)
H (-0.948, -4.008, 1.987)
H (4.739, -1.317, 4.523)
H (4.750, 3.701, 1.717)
C (-3.401, 1.481, -2.043)
N (0.103, -1.593, 2.215)
C (2.630, -1.265, 4.917)
O (2.488, 1.948, -3.524)
H (5.206, -4.340, -0.523)
C (-4.070, 1.078, -3.189)
Se (-0.624, -1.954, -0.510)
C (2.687, -3.243, -0.981)
H (-0.456, 1.100, -7.605)
H (4.485, -1.632, 2.081)
C (-0.811, 0.171, -3.855)
H (-3.880, -1.281, -0.147)
C (2.331, -1.635, 2.202)
N (-2.545, 1.000, 0.161)
H (-0.383, 3.540, -6.952)
K (0.086, 2.636, -0.854)
H (-5.084, -1.992, -2.192)
H (3.380, -3.169, -1.827)
C (-1.264, -1.415, 2.686)
H (2.794, 4.031, 0.234)
N (1.854, -1.839, 0.915)
H (2.765, -1.105, 5.980)
C (-0.496, 3.246, -5.913)
C (-4.476, 1.422, 1.600)
N (-0.852, 1.836, 2.070)
H (-4.437, 2.416, 4.857)
H (-5.165, 1.190, 0.798)
O (-0.209, 5.893, -2.727)
C (-0.736, 1.533, -4.231)
H (-0.410, 5.231, -5.093)
C (3.614, -1.566, 2.719)
H (-0.596, -1.262, -6.917)
H (-0.896, -0.060, -2.800)
H (-4.099, 1.741, -4.047)
C (2.684, -1.882, -0.289)
H (2.107, 1.646, 4.422)
H (-0.807, -1.849, -4.504)
H (3.690, -1.603, 0.018)
C (4.545, -4.406, 0.346)
C (-3.047, 1.363, 1.301)
C (-3.325, 0.635, -0.928)
C (-1.797, -2.643, 3.423)
C (3.080, -4.418, -0.088)
H (4.764, -3.558, 0.997)
H (-5.187, -0.486, -4.163)
N (1.456, 3.061, 1.457)
C (3.575, 2.635, 3.195)
F (5.038, 1.194, -2.925)
C (-2.700, 2.119, 3.659)
H (2.433, -4.430, 0.795)
H (0.473, -1.193, 5.027)
H (-6.002, 1.798, 3.008)
O (1.947, 1.212, -1.440)
N (-0.023, 2.044, 3.019)
O (-1.290, 4.437, -1.379)
H (-2.997, -3.111, 0.907)
C (4.219, 1.656, -1.958)
C (-0.737, 4.799, -2.443)
H (2.322, -1.106, -0.961)
H (-1.871, -1.161, 1.817)
C (-0.519, 4.170, -4.918)
C (-0.602, 1.869, -5.593)
F (4.521, 0.954, -0.846)
C (2.699, 1.591, -2.365)
C (-0.760, -0.809, -4.804)
F (4.603, 2.932, -1.710)
C (-0.689, 3.740, -3.573)
C (3.747, -1.381, 4.091)
C (-2.164, 1.765, 2.390)
H (4.401, 2.455, 3.874)
H (1.693, -3.418, -1.391)
C (2.683, 3.504, 1.178)
H (-1.177, -2.821, 4.307)
C (0.487, -1.788, 0.914)
H (-2.896, 2.441, -1.992)

Löwdin population analysis, charges in e, atoms 1 to 4: -0.329, 0.063, -0.018, -0.076



# 8
Molecular formula: C3HCl6N3
Method: DFT, ωB97M-V with the def2-TZVPD basis set

Frontier orbital gap: 9.806 eV
Highest occupied orbital energy: -10.5 eV
SMILES: ClC1(Cl)N=NNC(Cl)(Cl)C1(Cl)Cl
LUMO: -0.69 eV
Largest force on an atom: 4.22 eV/Å

Geometry (Å):
N (0.505, -1.833, 0.004)
Cl (-0.453, 2.536, 0.430)
C (1.354, 0.387, 0.100)
C (-0.030, 0.719, 0.467)
Cl (-2.623, 0.075, 0.555)
Cl (-1.449, 0.519, -1.945)
Cl (1.674, 0.757, -1.762)
Cl (2.640, 1.129, 1.086)
C (-1.038, -0.106, -0.300)
Cl (0.045, 0.296, 2.213)
N (1.467, -1.111, 0.245)
H (-1.377, -1.978, -0.743)
N (-0.715, -1.392, -0.349)

Löwdin population analysis, charges in e, atoms 1 to 4: 0.019, 0.582, -1.194, -1.201